# 1
{
  "formula": "C8H16BrO4S2",
  "method": "ωB97M-V with the def2-TZVPD basis set",
  "elements": ["Br", "C", "C", "C", "S", "O", "O", "C", "H", "H", "H", "H", "H", "H", "H", "H", "C", "C", "C", "S", "O", "O", "C", "H", "H", "H", "H", "H", "H", "H", "H"],
  "positions_angstrom": [[-1.1228, -1.7155, 2.8418], [-1.6708, 2.1162, 2.3016], [-0.2974, 2.2963, 1.6181], [-0.5114, 2.5647, 0.0895], [-2.2363, 2.0552, -0.2693], [-2.1669, 1.0266, -1.2944], [-3.1114, 3.1926, -0.4888], [-2.5445, 1.3673, 1.3576], [-2.1221, 3.0666, 2.6004], [-1.5210, 1.5324, 3.2124], [0.1902, 1.3233, 1.7141], [0.3343, 3.0019, 2.1525], [0.1649, 1.8807, -0.4132], [-0.3434, 3.6030, -0.1803], [-2.1831, 0.3499, 1.1849], [-3.6208, 1.4263, 1.4921], [0.9295, -0.8739, -1.7098], [1.8622, -1.8317, -2.4848], [1.8387, -3.1351, -1.7196], [1.9584, -2.6856, 0.0368], [3.3189, -2.3851, 0.4282], [1.2658, -3.7077, 0.8072], [1.0014, -1.1300, -0.2000], [-0.1180, -0.8853, -2.0088], [1.2357, 0.1519, -1.9335], [2.9016, -1.4753, -2.5644], [1.7064, -1.8299, -3.5690], [2.5557, -3.9454, -1.8423], [0.8341, -3.5597, -1.7970], [1.4383, -0.3616, 0.4293], [0.0337, -1.4333, 0.2084]],
  "e_homo_ev": -4.2,
  "lumo_energy_ev": 2.80,
  "charge": -1,
  "relative_energy_kj_mol": 56.2,
  "molar_mass_g_mol": 320.2,
  "energy_ha": -3985.8343
}


# 2
{
  "formula": "C11H19N4",
  "method": "ωB97M-V with the def2-TZVPD basis set",
  "elements": ["C", "C", "C", "C", "C", "C", "C", "C", "C", "C", "C", "N", "N", "N", "N", "H", "H", "H", "H", "H", "H", "H", "H", "H", "H", "H", "H", "H", "H", "H", "H", "H", "H", "H"],
  "positions_angstrom": [[0.6170, 3.3661, 0.2589], [-0.7849, 3.2640, 0.3157], [1.4259, 2.3034, 0.1862], [-1.3538, 2.0170, 0.0615], [0.8535, 0.9342, 0.1142], [-0.4910, 0.8753, -0.0812], [-1.1891, -1.2304, 1.1510], [4.2593, -0.1514, 0.1187], [-1.7755, -1.7160, -2.2817], [3.0028, 0.0124, 0.9677], [-0.8279, -1.5143, -1.1100], [1.7318, -0.1495, 0.2734], [-1.2772, -0.4318, -0.1182], [-2.3014, -1.7533, 1.5135], [-3.6023, -1.5877, 0.8455], [1.0960, 4.3066, 0.3581], [-1.3902, 4.2013, 0.3484], [2.4860, 2.2456, 0.2818], [-2.4729, 2.1349, -0.0559], [1.2671, -1.0299, 0.1687], [5.0418, 0.0136, 0.7337], [4.4236, -1.1832, -0.2126], [4.2466, 0.4207, -0.7406], [-1.7959, -0.7829, -2.9218], [-1.3626, -2.5377, -2.8866], [-2.7917, -1.9882, -1.9207], [3.2279, -0.7369, 1.6266], [3.0655, 0.9678, 1.4910], [-0.5506, -2.4364, -0.5936], [0.0920, -1.0577, -1.5817], [-2.4340, -2.5580, 2.1598], [-2.3228, -0.1770, -0.3241], [-3.7395, -2.3997, 0.2807], [-4.3738, -1.6411, 1.5735]],
  "e_homo_ev": [-7.8, -12.2],
  "multiplicity": 3,
  "s2": 2.04,
  "lumo_energy_ev": [-2.70, -5.30],
  "charge": 1,
  "relative_energy_kj_mol": 269.7,
  "molar_mass_g_mol": 207.3,
  "energy_ha": -649.0401
}


# 3
{
  "formula": "C49H48N4O2P2S2Sr",
  "method": "ωB97M-V with the def2-TZVPD basis set",
  "elements": ["Sr", "C", "C", "C", "C", "C", "N", "C", "C", "C", "N", "C", "C", "C", "C", "C", "C", "C", "C", "N", "C", "C", "C", "N", "C", "C", "C", "C", "O", "C", "O", "H", "H", "H", "H", "H", "H", "H", "H", "H", "H", "H", "H", "H", "H", "H", "H", "H", "H", "H", "H", "H", "H", "H", "H", "H", "H", "H", "H", "S", "P", "C", "P", "S", "C", "C", "C", "C", "C", "C", "C", "C", "C", "C", "C", "C", "C", "C", "C", "C", "C", "C", "C", "C", "C", "C", "C", "C", "H", "H", "H", "H", "H", "H", "H", "H", "H", "H", "H", "H", "H", "H", "H", "H", "H", "H", "H", "H"],
  "positions_angstrom": [[-0.2986, -0.5397, 0.7800], [5.2108, -6.0841, -0.7695], [4.3097, -4.8939, -0.5733], [4.7952, -3.5976, -0.8158], [3.9696, -2.5082, -0.6698], [5.5264, -0.5080, -0.1247], [5.7670, 0.9374, -0.0124], [4.8731, 1.8727, 0.6708], [5.0122, 2.0563, 2.1818], [3.9023, 2.9989, 2.6750], [2.6055, 2.3691, 2.9756], [2.0361, 2.4950, 4.1369], [0.7892, 2.0041, 4.6081], [0.3376, 2.4869, 5.8544], [-0.8379, 2.0691, 6.4228], [-1.3352, 2.6067, 7.7373], [-1.5767, 1.0986, 5.7230], [-1.2009, 0.5706, 4.5067], [-2.0694, -0.4544, 3.9222], [-2.0058, -0.9399, 2.7487], [-3.0111, -1.9257, 2.3569], [-2.4516, -2.9080, 1.3221], [-1.1690, -3.6423, 1.7617], [0.0050, -3.2441, 0.9829], [0.8259, -4.1599, 0.6521], [2.1329, -3.9601, 0.0245], [3.0039, -5.0495, -0.1441], [2.6451, -2.7146, -0.2998], [1.9345, -1.5814, -0.2467], [0.0245, 1.0210, 3.8899], [0.4619, 0.5357, 2.8167], [6.1947, -5.9111, -0.3311], [4.7897, -6.9777, -0.3098], [5.3574, -6.2943, -1.8309], [5.8336, -3.4675, -1.1029], [6.3138, -0.8377, -0.8085], [5.9530, 1.3047, -0.9359], [5.0894, 2.8443, 0.2266], [3.8156, 1.7052, 0.4599], [4.9780, 1.1176, 2.7294], [5.9747, 2.5227, 2.4061], [4.2145, 3.5137, 3.5840], [3.7164, 3.7603, 1.9114], [2.0695, 1.9661, 2.1897], [2.6082, 3.0820, 4.8531], [0.9461, 3.2226, 6.3726], [-0.5982, 3.2681, 8.1915], [-2.2583, 3.1758, 7.6103], [-1.5415, 1.8016, 8.4448], [-2.4997, 0.7375, 6.1702], [-2.8605, -0.8000, 4.6021], [-3.3976, -2.4662, 3.2298], [-3.8487, -1.3903, 1.9015], [-3.2271, -3.6392, 1.0907], [-2.2790, -2.3860, 0.3733], [-0.9577, -3.3825, 2.8041], [-1.3144, -4.7277, 1.7252], [0.5967, -5.2056, 0.8957], [2.6404, -6.0441, 0.0931], [1.1042, -0.3384, -2.7239], [1.8940, 0.8202, -1.3110], [1.0051, 1.6288, -0.1389], [-0.4468, 2.4266, -0.4632], [-2.1361, 1.2842, -0.5555], [-0.7066, 3.6237, 0.9086], [-1.9564, 3.8316, 1.4820], [-2.1096, 4.7247, 2.5354], [-1.0184, 5.4334, 3.0170], [0.2297, 5.2484, 2.4367], [0.3796, 4.3451, 1.3951], [-0.4187, 3.4874, -1.9507], [-0.5724, 2.8806, -3.1960], [-0.4097, 3.6196, -4.3573], [-0.1044, 4.9723, -4.2895], [0.0334, 5.5862, -3.0536], [-0.1201, 4.8465, -1.8887], [3.0651, 1.9186, -2.2164], [3.0266, 3.2860, -1.9697], [3.7989, 4.1687, -2.7120], [4.6375, 3.6860, -3.7058], [4.6629, 2.3244, -3.9832], [3.8594, 1.4521, -3.2633], [2.9039, -0.4513, -0.2289], [4.2101, -1.0111, -0.8022], [5.8318, -1.1883, 1.1878], [4.9819, -1.3089, 2.2012], [3.6471, -0.7143, 2.2433], [2.8904, -0.2394, 1.2525], [-2.8029, 3.2692, 1.1086], [-3.0867, 4.8679, 2.9800], [-1.1405, 6.1309, 3.8366], [1.0855, 5.8097, 2.7963], [1.3475, 4.1822, 0.9369], [-0.8016, 1.8243, -3.2480], [-0.5188, 3.1344, -5.3190], [0.0217, 5.5474, -5.1985], [0.2604, 6.6436, -2.9936], [-0.0113, 5.3378, -0.9300], [2.3626, 3.6453, -1.1912], [3.7393, 5.2331, -2.5194], [5.2470, 4.3692, -4.2841], [5.2840, 1.9463, -4.7858], [3.8090, 0.4062, -3.5410], [4.2663, -0.7605, -1.8658], [6.8320, -1.5937, 1.2936], [5.3172, -1.8048, 3.1058], [3.2395, -0.5678, 3.2416], [1.9820, 0.2506, 1.5511]],
  "e_homo_ev": -6.4,
  "lumo_energy_ev": -0.61,
  "charge": 0,
  "relative_energy_kj_mol": 219.6,
  "molar_mass_g_mol": 938.7,
  "energy_ha": -3775.3805
}